{
  "formula": "C12H21Cl2GdO3PTm",
  "method": "wB97M-V/def2-TZVPD",
  "e_tot_ha": -3806.5093,
  "mol_weight_g_mol": 641.4,
  "multiplicity": 10,
  "homo_ev": [-21.59, -20.69],
  "charge": 4,
  "e_lumo_ha": [-0.573, -0.655],
  "gap_ev": [6.01, 2.88],
  "symbols": ["H", "C", "O", "Gd", "H", "C", "C", "H", "P", "H", "H", "H", "H", "C", "H", "H", "H", "O", "O", "Tm", "H", "Cl", "C", "C", "C", "H", "C", "H", "C", "H", "H", "H", "H", "H", "H", "C", "C", "H", "Cl", "H", "C"],
  "positions_angstrom": [[-1.0893, -1.7560, 2.9881], [0.5895, -0.8204, -6.5113], [1.6146, 2.2626, -6.9781], [-1.2263, 0.2864, -5.9823], [0.6349, -2.2309, 2.9352], [-0.3266, -2.1682, 0.9570], [0.6956, -3.1151, 0.2964], [0.4186, -4.1599, 0.5123], [-0.0593, -0.4973, 0.3682], [-2.6406, 2.5325, 0.3971], [-3.5845, 0.6122, 1.2306], [1.7080, -2.9528, 0.6975], [0.7159, -2.9861, -0.7791], [2.4128, -0.0976, 1.5662], [1.1484, 1.3914, 3.4257], [-2.8010, -0.9622, 1.2558], [-2.2475, 0.3241, 2.3419], [1.5933, -1.3335, -6.8387], [2.8761, 3.5653, -0.6246], [0.0415, 1.4128, -1.3492], [-0.5125, 1.3210, 2.8510], [-0.4850, 3.0073, -2.9882], [-1.6885, 0.6736, 0.2620], [-2.6163, 0.1097, 1.3429], [1.0108, 0.5305, 1.4712], [2.8935, -0.1776, 0.5783], [-0.3559, -2.3764, 2.4784], [-1.3278, -2.4346, 0.5693], [0.6418, 1.7715, -6.5645], [-1.1216, 2.5369, 1.2921], [3.0562, 0.5350, 2.1950], [-2.0749, 0.3675, -0.7379], [0.2961, -0.1606, 3.4135], [-1.2108, 2.9033, -0.4566], [-0.6377, -3.4242, 2.6720], [-1.5864, 2.2472, 0.3569], [1.9908, 2.8493, -0.7886], [2.3824, -1.1065, 2.0202], [-0.6923, -0.7862, -3.7101], [1.1344, 1.5220, 0.9757], [0.4295, 0.7841, 2.8587]]
}

---

{
  "formula": "C12H21Cl2NO7P2Te4W",
  "method": "wB97M-V/def2-TZVPD",
  "e_tot_ha": -3793.7445,
  "mol_weight_g_mol": 1118.4,
  "e_above_lowest_kcal_mol": 3.6,
  "multiplicity": 1,
  "homo_ev": [-7.52, -7.51],
  "e_lumo_ha": [-0.090, -0.090],
  "gap_ev": [5.07, 5.07],
  "symbols": ["Cl", "C", "C", "Cl", "C", "H", "C", "C", "H", "O", "H", "H", "H", "H", "H", "H", "H", "O", "O", "H", "H", "H", "P", "C", "Te", "H", "O", "C", "H", "Te", "Te", "C", "C", "W", "H", "N", "H", "H", "O", "C", "H", "C", "Te", "O", "H", "O", "C", "P", "H", "H"],
  "positions_angstrom": [[0.5796, 2.6981, -1.2228], [-0.9623, -3.8438, -0.6740], [0.9883, 1.6307, 5.1727], [0.7675, -1.3608, -3.3959], [0.8291, 0.8239, 3.8802], [-2.8661, -4.6188, -0.0520], [0.3681, 0.2294, -2.6631], [-1.9824, -1.3562, -0.0021], [-3.6047, 0.0331, 0.2671], [-0.0120, 1.1040, 1.2835], [1.0668, 0.9310, -3.1101], [0.8169, -2.8270, -1.2107], [-1.8688, 2.5399, 0.8644], [-3.3848, 2.3665, -0.0294], [-1.9659, 3.0790, -0.8278], [2.4216, -0.3030, 3.9919], [-2.2251, 0.2494, 1.3641], [-0.9156, -0.3679, 5.5380], [-1.1864, -0.9794, 3.0446], [-2.1814, 1.5516, -2.5965], [-3.6438, 0.9698, -1.7779], [-2.4059, -0.1954, -2.2801], [0.1352, 1.9395, 2.5904], [-0.6649, -1.4369, -0.4867], [2.3665, -1.0378, 0.7189], [1.0318, -2.3644, 3.6844], [1.3323, 2.9208, 2.2187], [-2.2944, 2.3342, -0.1106], [-1.7249, -0.8792, 5.6638], [3.9284, 0.6511, -3.5014], [3.1918, 0.9160, -1.0759], [-2.5692, 0.8110, -1.9010], [-2.7610, -2.4925, 0.1616], [0.4202, 0.3814, -0.4678], [-0.5539, -4.8115, -0.9345], [-1.9118, 0.9807, -0.5856], [0.0389, 2.0425, 5.5031], [-3.7704, -2.3993, 0.5442], [2.0987, 0.3914, 3.3995], [-0.1832, -2.7138, -0.8235], [1.3946, 0.9952, 5.9611], [-2.5140, -0.0115, 0.3450], [2.3501, -3.5393, 1.5426], [0.8047, -1.8057, 4.4616], [1.1995, 3.8109, 2.5666], [-1.0839, 2.6022, 3.0686], [-2.2531, -3.7346, -0.1732], [-0.2471, -0.6613, 4.1255], [-0.6092, 0.4839, -3.0494], [1.6954, 2.4420, 4.9928]]
}

---

{
  "formula": "C12H21MnN4O3S",
  "method": "wB97M-V/def2-TZVPD",
  "e_tot_ha": -2463.6486,
  "mol_weight_g_mol": 356.3,
  "multiplicity": 2,
  "homo_ev": [-11.40, -10.84],
  "charge": 1,
  "e_lumo_ha": [-0.092, -0.093],
  "gap_ev": [8.90, 8.32],
  "symbols": ["S", "N", "H", "H", "H", "H", "C", "N", "O", "H", "H", "H", "H", "H", "H", "H", "H", "H", "O", "H", "C", "H", "Mn", "C", "C", "H", "C", "N", "C", "C", "H", "H", "H", "H", "O", "C", "C", "C", "C", "N", "H", "C"],
  "positions_angstrom": [[1.7725, 1.3286, 1.9899], [-1.4401, -0.4997, 0.4496], [1.4687, -2.7413, -1.4077], [2.7127, 2.2708, 3.9125], [1.9552, -1.3741, 0.5036], [-2.0864, 1.9824, -2.6734], [0.1395, -2.1842, 1.0346], [1.0008, -1.3710, 0.1538], [0.3261, 1.0287, 2.1933], [-0.0746, 0.8091, -3.6974], [-3.4600, 1.8376, -0.5623], [-2.5897, 2.1115, 0.9503], [1.1395, -0.9802, -3.2271], [2.8962, 3.3225, 2.4780], [2.5183, -0.6951, -2.1783], [0.2416, -3.2572, 0.8496], [-0.1358, -2.0051, -1.4582], [-1.1441, 2.8083, -0.6638], [1.8355, 1.8113, 0.5679], [-2.2717, -3.5424, 1.5521], [-0.0256, 1.2986, -2.7230], [-4.5325, -2.5321, 1.3649], [0.2185, 0.5605, 0.1436], [0.9192, -1.8077, -1.2567], [-2.6386, 0.0735, 0.3864], [0.4463, -1.9842, 2.0641], [2.2193, 2.6810, 3.0366], [0.9077, 0.5971, -1.8182], [1.4287, -0.7347, -2.2035], [-1.2951, -1.7530, 0.8811], [1.3186, 3.2234, 3.3096], [-1.8262, 0.3433, -2.0727], [1.7040, 1.1978, -1.6395], [-4.7579, -0.1625, 0.6405], [2.6420, 0.2165, 2.2695], [-3.6554, -1.9514, 1.1137], [-3.7866, -0.6332, 0.7048], [-2.5879, 1.5337, 0.0230], [-2.3924, -2.5227, 1.2132], [-1.3216, 1.8089, -0.6847], [0.3527, 2.3089, -2.8899], [-1.4063, 1.3513, -2.0941]]
}